[1]
A single C4H8ClN molecule at a distorted geometry, computed with the ωB97M-V functional and the def2-TZVPD basis.

For the total energy, the calculation gives -672.0999 hartree. The calculation puts the HOMO energy at -8.95 eV. The HOMO-LUMO gap is 9.94 eV. The value obtained for the max |F| is 0.0694 Eh/bohr.

Structure (ORCA input):
```
! RIJCOSX wB97M-V def2-TZVPD def2/J DEFGRID3
* xyz 0 1
C -2.0054 -0.9583 -0.2359
C 0.1049 0.0409 0.5290
C 1.1978 0.9431 -0.0434
C 2.4790 0.6797 -0.2614
H -2.9183 -0.7901 -0.8665
H -1.5594 -1.9871 -0.3461
H -2.5592 -0.7972 0.7193
H -1.4794 1.0537 -0.3790
H 0.4629 -1.0148 0.5003
H -0.0640 0.2825 1.6279
H 0.9295 1.9985 -0.1989
H 3.2763 1.4196 -0.5428
N -0.9790 0.0809 -0.3979
Cl 3.1143 -0.9514 -0.1046
*
```

[2]
A single C4H8ClN molecule at a distorted geometry, computed with the ωB97M-V functional and the def2-TZVPD basis.

For the total energy, the calculation gives -672.1153 hartree. The calculation puts the HOMO energy at -9.59 eV. The HOMO-LUMO gap is 10.52 eV. The value obtained for the max |F| is 0.0375 Eh/bohr.

Structure (ORCA input):
```
! RIJCOSX wB97M-V def2-TZVPD def2/J DEFGRID3
* xyz 0 1
C -1.0968 1.2922 0.0193
C -0.4481 -0.0843 0.0188
C 0.7053 -0.4855 1.0417
C 0.6233 -0.3662 -1.0501
H -1.8179 1.4584 -0.8290
H -0.2877 1.9998 -0.0117
H -1.6703 1.4865 0.9461
H 1.1607 0.4789 1.3274
H 0.4379 -1.0745 1.9233
H 1.1417 -2.0566 -0.0916
H 1.0459 0.6195 -1.1643
H 0.4594 -0.8317 -2.0446
N 1.5230 -1.0918 -0.0669
Cl -1.7764 -1.3447 -0.0185
*
```

[3]
A single C4H8ClN3 molecule at a distorted geometry, computed with the ωB97M-V functional and the def2-TZVPD basis.

For the total energy, the calculation gives -781.5825 hartree. The calculation puts the HOMO energy at -8.88 eV. The HOMO-LUMO gap is 9.67 eV. The value obtained for the max |F| is 0.0799 Eh/bohr.

Structure (ORCA input):
```
! RIJCOSX wB97M-V def2-TZVPD def2/J DEFGRID3
* xyz 0 1
C -0.0466 1.0199 -1.2358
C -0.4343 0.2729 0.0342
C -0.0774 -2.0840 0.6599
C 0.2529 2.5035 -1.0374
N 1.1136 0.2205 -1.6941
N 0.1841 -1.0089 -0.2162
N 1.1931 -0.8675 -1.0619
Cl -0.9953 3.2612 0.0067
H -0.7820 1.1425 -2.0085
H -0.0045 0.8027 0.8769
H -1.4304 0.0762 0.1273
H -1.1008 -2.5386 0.5881
H 0.5715 -3.0587 0.4244
H 0.0446 -1.8030 1.8150
H 0.3891 2.8879 -2.0191
H 1.2360 2.7410 -0.6650
*
```

Question: The lowest max |F| belongs to which entry?
Answer: number 2

Please write out number 3 again, unchanged.
A single C4H8ClN3 molecule at a distorted geometry, computed with the ωB97M-V functional and the def2-TZVPD basis.

For the total energy, the calculation gives -781.5825 hartree. The calculation puts the HOMO energy at -8.88 eV. The HOMO-LUMO gap is 9.67 eV. The value obtained for the max |F| is 0.0799 Eh/bohr.

Structure (ORCA input):
```
! RIJCOSX wB97M-V def2-TZVPD def2/J DEFGRID3
* xyz 0 1
C -0.0466 1.0199 -1.2358
C -0.4343 0.2729 0.0342
C -0.0774 -2.0840 0.6599
C 0.2529 2.5035 -1.0374
N 1.1136 0.2205 -1.6941
N 0.1841 -1.0089 -0.2162
N 1.1931 -0.8675 -1.0619
Cl -0.9953 3.2612 0.0067
H -0.7820 1.1425 -2.0085
H -0.0045 0.8027 0.8769
H -1.4304 0.0762 0.1273
H -1.1008 -2.5386 0.5881
H 0.5715 -3.0587 0.4244
H 0.0446 -1.8030 1.8150
H 0.3891 2.8879 -2.0191
H 1.2360 2.7410 -0.6650
*
```